[1]
Entry from the OMol25 dataset: a molecular structure, C23H14CrI2N4O7S5 (ωB97M-V with the def2-TZVPD basis set).

Its expectation value of S² is 3.800. As for the spin multiplicity: 4. For the HOMO energy (alpha / beta), the calculation gives -4.31 / -4.40 eV. Its frontier orbital gap (alpha / beta) is 0.197 / 0.201 hartree. The value obtained for the LUMO energy (alpha / beta) is 1.063 / 1.066 eV. As for the total charge: -1. The energy above the lowest of the compared OMol25 structures with the same formula, charge and spin is 3.1 kcal per mole. For the total energy, the calculation gives -5261.4327 hartree.

Geometry as XYZ:
```
56
C23H14CrI2N4O7S5 | the OMol25 dataset | ωB97M-V with the def2-TZVPD basis set
Cr -14.15424 -10.88206 -1.09919
I -14.32742 -8.50759 5.51658
C -13.94256 -9.66752 3.81975
C -12.70790 -9.59170 3.18963
C -12.47086 -10.34783 2.05080
I -10.68516 -10.18527 0.99611
C -13.42733 -11.20014 1.50541
O -13.29617 -11.85192 0.37269
C -14.66380 -11.22450 2.16843
C -15.75122 -12.03505 1.50996
N -15.99261 -11.74635 0.05499
C -16.40859 -12.99639 -0.61591
C -15.96562 -13.10285 -2.05659
C -16.72973 -13.77189 -3.00535
C -16.20942 -13.82801 -4.29129
C -15.00302 -13.25144 -4.61545
C -14.32470 -12.57841 -3.61711
N -14.78143 -12.54457 -2.34666
C -14.93880 -10.48513 3.31225
H -11.92040 -8.94434 3.54672
H -16.69056 -11.93322 2.03964
H -15.44846 -13.07591 1.55886
H -16.73798 -11.05930 -0.00731
H -17.47658 -13.18186 -0.53532
H -15.91087 -13.80638 -0.09539
H -17.69205 -14.20296 -2.77612
H -16.77895 -14.33483 -5.06186
H -14.64122 -13.24443 -5.62999
H -13.40650 -12.05940 -3.81169
H -15.90805 -10.55244 3.78218
S -12.03865 -6.08821 -6.08584
C -12.56332 -7.17647 -4.97040
S -11.53386 -8.17691 -4.05998
C -12.72893 -9.16817 -3.27145
C -13.99708 -8.81464 -3.47659
S -15.39485 -9.60579 -2.77243
S -14.20994 -7.43718 -4.55777
S -12.15458 -10.47518 -2.25455
O -13.56715 -7.26413 -0.89693
C -14.29848 -8.04045 -0.34295
O -14.11740 -9.28229 -0.03005
C -15.61606 -7.55749 0.15263
C -16.14984 -6.33586 -0.25141
C -17.41521 -5.94208 0.17390
C -18.19294 -6.73284 1.00553
C -17.64373 -7.94323 1.42306
C -16.38908 -8.35306 0.99271
N -18.42998 -8.83142 2.26996
O -19.41806 -8.39188 2.81679
O -18.06336 -9.98408 2.38877
N -17.99585 -4.69486 -0.30737
O -19.13364 -4.43388 0.02657
O -17.31533 -3.99573 -1.02150
H -15.56181 -5.71154 -0.90230
H -19.18435 -6.42295 1.32004
H -15.99540 -9.30045 1.30359
```

Which charges does Löwdin predict for the atoms? In e, they are: Cr 0.471; I 0.813; C -0.739; C -0.213; C -0.629; I 0.969; C -0.481; O -0.242; C -0.168; C -0.120; N -0.051; C -0.123; C -0.248; C -0.008; C -0.061; C -0.040; C -0.126; N 0.001; C -0.135; H 0.080; H 0.107; H 0.119; H 0.117; H 0.129; H 0.125; H 0.112; H 0.108; H 0.110; H 0.060; H 0.092; S 0.464; C -1.552; S 0.907; C -1.099; C -1.091; S 0.617; S 0.894; S 0.570; O 0.115; C -0.618; O -0.209; C -0.076; C 0.108; C -0.112; C 0.089; C -0.102; C 0.090; N -0.341; O 0.090; O 0.061; N -0.361; O 0.071; O 0.096; H 0.137; H 0.131; H 0.096

***

[2]
Entry from the OMol25 dataset: 10 unconnected molecules or ions with the total composition C38H61NO27 (ωB97M-V with the def2-TZVPD basis set).

For the HOMO energy, the calculation gives -10.38 eV. Its frontier orbital gap is 0.377 hartree. The value obtained for the LUMO energy is -0.121 eV. As for the total charge: 0. The energy above the lowest of the compared OMol25 structures with the same formula, charge and spin is 14.2 kcal per mole. For the total energy, the calculation gives -3570.6873 hartree.

Geometry as XYZ:
```
127
C38H61NO27 | the OMol25 dataset | ωB97M-V with the def2-TZVPD basis set
C 10.03500 2.90900 19.95000
C 9.27600 1.68500 20.28200
C 8.94600 0.73100 19.10000
O 9.62800 -0.50800 19.40200
C 10.14700 -0.34700 20.54300
O 10.72700 -1.23000 21.11800
O 10.04400 0.80600 21.11400
H 9.56700 3.62800 19.32300
H 11.06400 2.76200 19.52300
H 10.14900 3.42600 20.88400
H 8.37300 2.00100 20.80900
H 9.37200 1.09200 18.11800
H 7.86500 0.55800 18.90500
C 18.20800 -5.11100 19.78800
C 17.13300 -5.84500 20.47800
C 17.56100 -6.55100 21.81200
O 17.06400 -5.66200 22.78700
C 16.26300 -4.79000 22.31400
O 15.43300 -4.13900 23.05000
O 16.28300 -4.83400 20.95900
H 18.87600 -4.55800 20.41500
H 17.79500 -4.38700 19.08200
H 18.88300 -5.68900 19.21200
H 16.66900 -6.50600 19.82200
H 18.63000 -6.63800 21.88100
H 17.18400 -7.59600 21.82000
C 16.49300 -0.21300 17.39000
C 16.70900 -0.45600 18.84100
C 17.61000 -1.59000 19.11100
O 18.46500 -1.10400 20.13200
C 18.31800 0.14800 20.34600
O 19.06200 0.78700 21.07700
O 17.38000 0.64000 19.49000
H 16.24100 -1.17000 16.99000
H 17.41900 0.05500 16.91400
H 15.67400 0.56700 17.18300
H 15.78800 -0.66900 19.41600
H 18.23200 -1.98200 18.29600
H 17.08000 -2.39000 19.58700
C 13.79500 -3.33700 20.11600
C 12.64400 -3.17900 19.10700
C 12.52000 -1.96200 18.27300
O 12.30200 -2.47400 16.94300
C 12.18800 -3.79300 16.97900
O 11.89800 -4.59700 16.08200
O 12.48600 -4.17000 18.21400
H 13.92200 -2.41700 20.70300
H 14.77500 -3.50000 19.67400
H 13.48700 -4.17700 20.76200
H 11.80700 -3.31500 19.77600
H 13.46000 -1.33600 18.31500
H 11.62900 -1.38900 18.55600
C 12.36600 2.65500 24.95300
C 10.86700 2.88300 24.74600
C 10.10600 1.72700 24.05500
O 9.10500 1.30700 25.05600
C 9.17100 2.16400 26.15300
O 8.50200 2.08500 27.18800
O 10.15100 3.11600 25.94700
H 12.76600 2.20900 24.06500
H 12.59600 2.00900 25.82400
H 12.84400 3.65000 25.13700
H 10.76500 3.71800 24.04700
H 10.73900 0.94500 23.75600
H 9.56000 2.12200 23.24300
C 12.50000 4.99100 22.15800
C 13.44900 5.89900 23.09500
C 13.63700 7.29300 22.53500
O 12.97500 8.11100 23.40500
C 12.60100 7.46300 24.40400
O 11.87500 7.94500 25.25100
O 12.80500 6.13300 24.31900
H 12.45100 4.03400 22.60200
H 12.86800 4.91900 21.16800
H 11.54800 5.52200 22.22000
H 14.45100 5.48400 23.25900
H 13.32500 7.34000 21.47200
H 14.69300 7.58400 22.69900
C 13.57900 -0.08800 14.79000
C 12.65100 1.15200 15.03800
C 11.56800 0.76400 16.08600
O 12.05600 1.12400 17.32000
C 13.04300 1.97700 17.05300
O 13.60900 2.59300 17.87600
O 13.40000 2.03700 15.76400
H 14.42700 0.09000 14.09600
H 13.10600 -0.97200 14.38000
H 13.97400 -0.47200 15.70400
H 12.19400 1.58400 14.12500
H 11.43900 -0.33400 16.10200
H 10.68700 1.38400 16.00300
C 14.74100 6.27700 18.93500
O 14.83900 5.19400 19.77900
C 15.70500 5.09100 20.72100
O 16.36000 6.26000 21.12200
O 15.86700 3.82900 21.26100
C 16.86300 3.53400 22.22600
H 14.29200 5.95900 18.03200
H 15.76600 6.64600 18.66000
H 14.05000 7.05000 19.19800
H 17.79500 3.73600 21.82100
H 16.82800 2.45700 22.55100
H 16.73000 4.10200 23.12800
C 13.21500 1.25600 21.02400
O 14.29400 0.27700 21.09700
C 15.00800 0.19200 22.24700
O 14.65700 0.77900 23.44100
O 15.96600 -0.70200 22.19500
C 16.54000 -1.13700 23.41800
H 12.72500 1.17400 20.03300
H 13.62700 2.24800 21.07700
H 12.49800 1.12000 21.80000
H 17.07800 -0.30700 23.88100
H 17.17500 -1.93200 23.32700
H 15.83900 -1.58200 24.15700
C 12.23300 -1.28300 25.32500
C 12.48100 -1.74400 23.88300
C 11.84100 -3.04600 23.48500
C 10.39100 -2.99900 23.58100
N 9.21400 -2.97200 23.61300
H 12.96000 -0.52100 25.48300
H 12.34800 -2.06200 26.07400
H 11.24300 -0.82700 25.36700
H 13.59200 -1.94200 23.71000
H 12.18900 -0.93000 23.22100
H 12.26300 -3.80100 24.16900
H 12.26700 -3.39000 22.56600
```

Löwdin atomic charge list, values in e, 99 entries: C -0.013; C -0.282; C -0.021; O 0.119; C -0.694; O 0.144; O 0.094; H 0.087; H 0.101; H 0.072; H 0.160; H 0.132; H 0.146; C -0.026; C -0.291; C -0.044; O 0.118; C -0.500; O 0.068; O 0.047; H 0.098; H 0.080; H 0.083; H 0.138; H 0.128; H 0.147; C -0.003; C -0.340; C -0.097; O 0.101; C -0.592; O 0.125; O 0.098; H 0.079; H 0.094; H 0.111; H 0.136; H 0.151; H 0.105; C 0.012; C -0.371; C -0.058; O 0.062; C -0.529; O 0.116; O 0.119; H 0.086; H 0.068; H 0.094; H 0.142; H 0.149; H 0.116; C -0.009; C -0.311; C -0.050; O 0.047; C -0.453; O 0.116; O 0.081; H 0.039; H 0.101; H 0.092; H 0.127; H 0.091; H 0.098; C 0.024; C -0.277; C -0.116; O 0.142; C -0.625; O 0.137; O 0.092; H 0.033; H 0.052; H 0.100; H 0.144; H 0.140; H 0.145; C -0.005; C -0.278; C -0.117; O 0.052; C -0.606; O 0.178; O 0.098; H 0.098; H 0.083; H 0.048; H 0.166; H 0.135; H 0.132; C -0.051; O -0.005; C -0.417; O -0.051; O -0.019; C -0.025; H 0.080; H 0.132

***

[3]
Entry from the OMol25 dataset: a gas-phase ion, C2H8IN2O (charge +1) (ωB97M-V with the def2-TZVPD basis set).

For the HOMO energy, the calculation gives -13.19 eV. Its frontier orbital gap is 0.337 hartree. The value obtained for the LUMO energy is -4.014 eV. As for the total charge: +1. The energy above the lowest of the compared OMol25 structures with the same formula, charge and spin is 35.7 kcal per mole. For the total energy, the calculation gives -563.1131 hartree.

Geometry as XYZ:
```
14
C2H8IN2O | the OMol25 dataset | ωB97M-V with the def2-TZVPD basis set
C 0.82321 -0.33553 1.51019
C 0.01299 0.82374 -0.38729
N -0.52051 2.06355 -0.68554
N -0.85940 -0.34332 -1.22985
O -0.22607 0.44199 1.00039
I -0.16424 3.02355 -2.36969
H 0.78946 -0.34762 2.54954
H 1.83487 0.22266 1.62848
H 0.79845 -1.31277 1.03661
H 1.06499 0.65967 -0.57905
H -1.07868 2.32809 0.15369
H -1.20690 0.15496 -2.11387
H -1.57393 -0.74493 -0.49032
H -0.31470 -1.19283 -1.50674
```

Which charges does Löwdin predict for the atoms? In e, they are: C -0.092; C -0.437; N -0.573; N 0.192; O -0.141; I 0.987; H 0.072; H 0.143; H 0.100; H 0.138; H 0.116; H 0.136; H 0.206; H 0.153

***

[4]
Entry from the OMol25 dataset: a molecular structure, C46H38IrN10O4 (ωB97M-V with the def2-TZVPD basis set).

Its expectation value of S² is 6.017. As for the spin multiplicity: 5. For the HOMO energy (alpha / beta), the calculation gives -10.15 / -10.52 eV. Its frontier orbital gap (alpha / beta) is 0.293 / 0.219 hartree. The value obtained for the LUMO energy (alpha / beta) is -2.190 / -4.569 eV. As for the total charge: +1. The energy above the lowest of the compared OMol25 structures with the same formula, charge and spin is 0.0 kcal per mole. For the total energy, the calculation gives -2728.3030 hartree.

Geometry as XYZ:
```
99
C46H38IrN10O4 | the OMol25 dataset | ωB97M-V with the def2-TZVPD basis set
Ir 0.68409 0.81652 -0.17615
C -4.03169 3.94762 -0.56176
N -2.75080 3.45338 -0.06555
C -2.11657 2.33009 -0.37817
N -1.01172 2.24223 0.35333
C -1.02693 3.38095 1.10425
N -2.07349 4.13321 0.88768
C -5.21281 3.10502 -0.13521
C -6.43537 3.32027 -0.76266
C -7.55304 2.58963 -0.39125
C -7.46124 1.62424 0.59832
C -6.23943 1.40297 1.22127
C -5.12033 2.14962 0.86270
C -6.12997 0.35292 2.23394
N -7.02103 -0.49288 2.60792
N -6.41065 -1.30979 3.55819
C -5.20433 -0.88806 3.67290
O -4.94227 0.17210 2.86669
C -4.12590 -1.42178 4.50406
C -4.33583 -2.58185 5.24756
C -3.29988 -3.11047 5.99523
C -2.05141 -2.49741 5.99978
C -1.84608 -1.33521 5.27259
C -0.49273 -0.67205 5.23576
N 0.07627 -0.71055 3.88377
C 0.04124 0.22481 2.94728
N 0.55707 -0.25723 1.82281
C 0.89312 -1.53930 2.15472
N 0.60703 -1.85002 3.39155
C -2.88826 -0.79732 4.52900
H -3.98094 4.00512 -1.64858
H -4.11870 4.96033 -0.17283
H -2.43488 1.61373 -1.11892
H -0.24781 3.65217 1.79814
H -6.51531 4.06422 -1.54713
H -8.49968 2.76856 -0.88288
H -8.31925 1.03328 0.88865
H -4.18406 1.97000 1.37538
H -5.30800 -3.05543 5.22241
H -3.45733 -4.01320 6.56978
H -1.23775 -2.92970 6.56938
H 0.21088 -1.17303 5.89540
H -0.55400 0.37881 5.51760
H -0.34998 1.21808 3.09512
H 1.36836 -2.23188 1.47889
H -2.74324 0.11086 3.95439
C 3.62118 -0.11189 0.80522
N 2.87206 0.83353 -0.03996
C 3.46026 1.52030 -0.97587
C 2.67051 2.37164 -1.76311
C 2.95148 3.27085 -2.79075
C 1.72827 3.85566 -3.14399
C 0.76337 3.29430 -2.31791
N 1.33178 2.39354 -1.47901
C 5.11802 0.01547 0.72232
C 5.87299 -0.94369 0.05972
C 7.25500 -0.82177 -0.01965
C 7.88803 0.26781 0.55758
C 7.13956 1.23293 1.22174
C 5.76274 1.10453 1.30504
H 3.32241 -1.12279 0.51623
H 3.29111 0.03903 1.83474
H 4.53179 1.44756 -1.13805
H 3.92251 3.45597 -3.22381
H 1.55088 4.59898 -3.90328
H -0.29941 3.48373 -2.31001
H 5.37853 -1.79411 -0.39559
H 7.83597 -1.57950 -0.52929
H 8.96371 0.36458 0.49524
H 7.63219 2.08109 1.67851
H 5.17943 1.85565 1.82728
O 1.25176 -1.37741 -1.08136
C 0.93281 -1.38125 -2.49048
C -0.16402 -0.31347 -2.69424
O -0.54306 0.02769 -3.78186
O -0.67419 0.15268 -1.56461
C 2.24204 -1.07671 -3.20733
C 2.30145 -0.46481 -4.45561
C 3.52743 -0.26774 -5.07935
C 4.70560 -0.66994 -4.47197
C 4.65400 -1.26831 -3.22161
C 3.43272 -1.47301 -2.59905
C 0.31498 -2.72638 -2.89073
C 0.00179 -3.70743 -1.95762
C -0.60407 -4.89695 -2.34910
C -0.89875 -5.11853 -3.68250
C -0.57123 -4.14950 -4.62230
C 0.03202 -2.96671 -4.23153
H 0.50896 -1.80460 -0.63217
H 1.39856 -0.11606 -4.93084
H 3.55336 0.20950 -6.05031
H 5.65533 -0.51971 -4.96842
H 5.56640 -1.58312 -2.73075
H 3.40151 -1.95147 -1.62928
H 0.24757 -3.60219 -0.90607
H -0.83305 -5.64932 -1.60591
H -1.37821 -6.03811 -3.99005
H -0.78538 -4.31554 -5.66993
H 0.27397 -2.21857 -4.97373
```

Which charges does Löwdin predict for the atoms? In e, they are: Ir 1.601; C -0.056; N -0.115; C -0.132; N -0.050; C -0.196; N 0.144; C -0.190; C -0.028; C -0.045; C -0.004; C -0.129; C 0.029; C -0.288; N 0.135; N 0.136; C -0.293; O 0.123; C -0.128; C 0.000; C -0.043; C -0.020; C -0.204; C -0.056; N -0.098; C -0.123; N -0.051; C -0.187; N 0.160; C 0.026; H 0.138; H 0.140; H 0.146; H 0.118; H 0.122; H 0.115; H 0.122; H 0.116; H 0.123; H 0.115; H 0.119; H 0.132; H 0.137; H 0.133; H 0.117; H 0.119; C -0.179; N -0.102; C -0.067; C -0.336; C -0.005; C -0.065; C -0.128; N -0.102; C -0.246; C -0.048; C -0.067; C -0.074; C -0.068; C -0.047; H 0.092; H 0.109; H 0.145; H 0.114; H 0.100; H 0.104; H 0.101; H 0.109; H 0.108; H 0.108; H 0.120; O -0.129; C -0.294; C -0.530; O 0.129; O -0.204; C -0.127; C -0.016; C -0.058; C -0.070; C -0.069; C -0.030; C -0.120; C -0.023; C -0.067; C -0.073; C -0.052; C -0.007; H 0.062; H 0.109; H 0.110; H 0.108; H 0.096; H 0.101; H 0.105; H 0.108; H 0.109; H 0.112; H 0.117

***

Results for max |F|: 1.9; 8.7; 3.3; 0.4 (in eV/A, following the order of the records).